This record from OMol25 describes a 6-piece molecular cluster, C18H26Cl8N2 overall at a distorted geometry. The level of theory is ωB97M-V with the def2-TZVPD basis set.

Geometry as ORCA input:
```
! RIJCOSX wB97M-V def2-TZVPD def2/J DEFGRID3
* xyz 0 1
C 7.71 0.08 -1.04
C 7.56 0.85 0.03
C 8.51 0.71 1.13
N 9.51 -0.26 1.09
C 9.62 -1.03 0.01
C 8.71 -0.89 -1.06
H 7.02 0.12 -1.87
H 6.70 1.50 0.07
H 8.61 1.40 1.95
H 10.29 -1.87 -0.10
H 8.81 -1.52 -1.93
C -6.32 -2.12 4.45
C -5.14 -2.24 3.80
C -5.03 -2.90 2.59
N -6.03 -3.66 2.20
C -7.24 -3.60 2.82
C -7.45 -2.91 4.05
H -6.35 -1.49 5.33
H -4.26 -1.75 4.17
H -4.11 -2.91 2.02
H -7.92 -4.33 2.41
H -8.39 -2.94 4.58
Cl 0.58 7.46 -0.25
C 1.59 8.79 0.56
C 0.67 9.54 1.53
Cl 0.15 8.42 2.80
H 1.93 9.55 -0.15
H 2.43 8.30 1.05
H -0.25 9.86 1.04
H 1.25 10.29 2.07
Cl 5.41 -4.74 3.48
C 5.19 -3.16 2.71
C 3.82 -2.92 2.09
Cl 2.39 -3.45 3.06
H 5.97 -3.06 1.96
H 5.36 -2.40 3.48
H 3.75 -3.39 1.11
H 3.65 -1.87 1.86
Cl -8.37 -0.81 -4.91
C -8.52 -2.62 -5.13
C -7.30 -3.29 -4.50
Cl -5.94 -3.10 -5.66
H -8.56 -2.72 -6.22
H -9.40 -2.97 -4.60
H -7.43 -4.37 -4.42
H -6.92 -2.85 -3.58
Cl -2.56 1.14 -2.25
C -1.32 0.40 -3.22
C -0.22 1.31 -3.53
Cl 0.94 1.44 -2.15
H -1.93 0.30 -4.12
H -1.08 -0.56 -2.76
H -0.43 2.37 -3.67
H 0.33 0.91 -4.38
*
```

energy relative to the best compared isomer or geometry (same formula, charge and spin)	172.0	kJ/mol
HOMO	-9.5	eV
HOMO-LUMO gap	9.81	eV
DFT total energy	-4492.450174	Eh
molar mass	554.0	g mol⁻¹

The net atomic charges from natural (NBO), expressed in e, are: -0.20, -0.25, 0.03, -0.42, 0.02, -0.24, 0.22, 0.22, 0.20, 0.20, 0.21, -0.18, -0.26, 0.04, -0.42, 0.02, -0.25, 0.22, 0.21, 0.20, 0.20, 0.22, -0.09, -0.35, -0.40, -0.07, 0.22, 0.23, 0.23, 0.23, -0.05, -0.40, -0.38, -0.06, 0.23, 0.22, 0.21, 0.23, -0.09, -0.37, -0.38, -0.09, 0.24, 0.22, 0.22, 0.24, -0.04, -0.42, -0.37, -0.10, 0.23, 0.24, 0.24, 0.22